{
  "formula": "C3H7N",
  "method": "the ωB97M-V functional and the def2-TZVPD basis",
  "energy_ev": -4711.2086,
  "orbital_gap_ev": 9.2391,
  "e_lumo_ha": 0.032,
  "total_charge": 0,
  "homo_ev": -8.37,
  "e_above_lowest_kcal_mol": 68.0,
  "multiplicity": 1,
  "elements": ["C", "C", "C", "N", "H", "H", "H", "H", "H", "H", "H"],
  "coordinates": [[0.57588, -0.55976, -1.11034], [-0.27154, 0.00843, 0.02815], [-0.45000, 1.32600, 0.29624], [-0.31105, -1.06063, 1.01696], [0.09284, -1.45840, -1.46842], [0.64955, 0.11476, -1.96464], [1.55946, -0.74230, -0.70122], [-0.21316, 1.58811, 1.32637], [-1.03901, 2.00438, -0.29793], [-1.06869, -0.87286, 1.66638], [0.47572, -0.34774, 1.20845]],
  "atomic_forces_ev_per_a": [[-2.165, 0.785, -1.038], [0.168, -0.355, -2.575], [-0.649, -0.715, 0.874], [1.538, 2.018, 0.094], [0.355, -0.517, -0.023], [0.179, 0.202, 0.176], [0.193, -0.225, 0.067], [-1.215, 0.191, 0.297], [1.059, 0.443, -0.708], [0.204, 0.403, 0.213], [0.333, -2.230, 2.624]],
  "lowdin_charge": [-0.06, -0.49, 0.01, 0.05, 0.07, 0.08, 0.08, 0.05, 0.05, 0.07, 0.09]
}